No. 1
{"formula": "C58H53NO8", "method": "ωB97M-V/def2-TZVPD", "elements": ["C", "C", "C", "C", "C", "C", "C", "C", "C", "C", "C", "C", "O", "C", "O", "C", "C", "C", "N", "H", "H", "H", "H", "H", "H", "H", "H", "H", "H", "H", "H", "H", "H", "H", "H", "H", "H", "H", "H", "H", "H", "H", "H", "H", "H", "H", "H", "H", "C", "C", "C", "C", "C", "C", "C", "O", "C", "C", "C", "C", "C", "C", "C", "O", "H", "H", "H", "H", "H", "H", "H", "H", "C", "C", "C", "C", "C", "C", "C", "O", "C", "C", "C", "C", "C", "C", "C", "O", "H", "H", "H", "H", "H", "H", "H", "H", "C", "C", "C", "C", "C", "C", "C", "O", "C", "C", "C", "C", "C", "C", "C", "O", "H", "H", "H", "H", "H", "H", "H", "H"], "coordinates": [[-5.847, 4.126, -5.652], [-5.444, 4.388, -4.203], [-3.937, 4.551, -4.000], [-3.118, 3.301, -4.346], [-2.984, 2.341, -3.159], [-1.930, 2.687, -2.077], [-1.012, 3.881, -2.336], [0.116, 3.960, -1.316], [1.040, 5.152, -1.533], [2.301, 5.071, -0.682], [3.179, 6.319, -0.748], [4.382, 6.205, 0.197], [5.443, 5.623, -0.579], [5.112, 5.612, -1.902], [5.769, 5.024, -2.708], [3.876, 6.465, -2.104], [4.342, 7.911, -2.482], [3.649, 9.002, -1.720], [2.681, 9.631, -2.228], [-6.914, 4.299, -5.797], [-5.305, 4.788, -6.331], [-5.645, 3.101, -5.962], [-5.939, 5.296, -3.852], [-5.815, 3.579, -3.567], [-3.594, 5.410, -4.585], [-3.758, 4.806, -2.951], [-2.139, 3.592, -4.729], [-3.599, 2.762, -5.166], [-2.796, 1.330, -3.526], [-3.967, 2.290, -2.684], [-1.295, 1.812, -1.908], [-2.439, 2.854, -1.124], [-0.578, 3.821, -3.337], [-1.587, 4.812, -2.295], [0.703, 3.035, -1.363], [-0.309, 4.008, -0.308], [0.508, 6.080, -1.300], [1.304, 5.205, -2.593], [2.884, 4.190, -0.976], [2.015, 4.912, 0.364], [2.566, 7.186, -0.504], [4.177, 5.549, 1.042], [4.717, 7.166, 0.594], [3.307, 6.057, -2.935], [4.138, 8.076, -3.538], [5.421, 8.005, -2.339], [4.026, 9.222, -0.714], [2.323, 10.337, -1.587], [0.646, -1.392, -4.188], [1.357, -2.577, -4.340], [0.942, -3.726, -3.687], [-0.185, -3.693, -2.875], [-0.896, -2.503, -2.719], [-0.477, -1.354, -3.380], [-2.103, -2.431, -1.845], [-2.723, -1.397, -1.724], [-2.509, -3.671, -1.126], [-3.612, -3.627, -0.281], [-4.012, -4.768, 0.393], [-3.314, -5.960, 0.226], [-2.215, -6.009, -0.615], [-1.808, -4.867, -1.293], [-0.617, -4.946, -2.189], [-0.021, -5.989, -2.353], [0.972, -0.496, -4.701], [2.237, -2.603, -4.969], [1.479, -4.658, -3.795], [-1.044, -0.442, -3.248], [-4.142, -2.692, -0.166], [-4.870, -4.734, 1.052], [-3.633, -6.852, 0.752], [-1.660, -6.926, -0.759], [-4.883, -13.664, 4.179], [-4.789, -12.326, 4.547], [-4.879, -11.333, 3.586], [-5.060, -11.674, 2.251], [-5.150, -13.017, 1.881], [-5.063, -14.009, 2.850], [-5.333, -13.416, 0.456], [-5.427, -14.582, 0.137], [-5.393, -12.328, -0.563], [-5.528, -12.669, -1.903], [-5.587, -11.677, -2.867], [-5.516, -10.338, -2.496], [-5.384, -9.992, -1.163], [-5.320, -10.985, -0.191], [-5.164, -10.586, 1.237], [-5.119, -9.418, 1.561], [-4.814, -14.438, 4.932], [-4.645, -12.060, 5.586], [-4.813, -10.287, 3.853], [-5.137, -15.044, 2.543], [-5.583, -13.716, -2.170], [-5.689, -11.945, -3.910], [-5.564, -9.565, -3.251], [-5.327, -8.957, -0.855], [5.560, 3.843, 9.263], [6.111, 5.028, 9.736], [6.609, 5.967, 8.849], [6.562, 5.723, 7.482], [6.012, 4.531, 7.007], [5.510, 3.594, 7.902], [5.956, 4.234, 5.546], [5.458, 3.209, 5.131], [6.535, 5.245, 4.614], [6.532, 4.979, 3.249], [7.052, 5.906, 2.362], [7.577, 7.104, 2.836], [7.587, 7.373, 4.194], [7.067, 6.444, 5.088], [7.097, 6.755, 6.547], [7.539, 7.806, 6.957], [5.169, 3.112, 9.958], [6.151, 5.219, 10.801], [7.038, 6.897, 9.197], [5.086, 2.678, 7.513], [6.118, 4.042, 2.901], [7.049, 5.696, 1.300], [7.982, 7.828, 2.140], [7.993, 8.297, 4.582]], "forces_ev_per_angstrom": [[-0.01, 0.06, 0.00], [0.02, -0.06, 0.03], [0.00, 0.00, 0.02], [0.03, 0.00, 0.06], [-0.10, 0.01, -0.02], [-0.04, 0.04, 0.03], [-0.05, 0.01, 0.03], [-0.03, -0.04, 0.00], [0.03, 0.02, -0.02], [-0.02, -0.04, 0.05], [0.04, -0.03, -0.06], [-0.12, 0.10, 0.05], [-0.12, -0.13, -0.04], [0.15, -0.06, 0.12], [-0.03, 0.13, -0.03], [0.12, 0.10, 0.00], [-0.03, -0.08, -0.05], [0.14, -0.10, 0.10], [-0.19, 0.15, -0.11], [-0.01, -0.01, -0.01], [-0.04, 0.01, 0.00], [0.05, -0.01, 0.01], [0.00, 0.02, 0.00], [-0.01, -0.01, -0.01], [-0.02, -0.04, -0.04], [0.03, 0.06, -0.01], [0.03, -0.04, 0.03], [-0.02, 0.04, -0.03], [0.05, 0.02, -0.04], [0.01, -0.11, 0.02], [-0.02, -0.03, -0.02], [0.04, 0.01, 0.02], [0.02, 0.00, 0.02], [0.02, 0.00, -0.11], [0.00, 0.00, 0.01], [0.04, -0.04, 0.02], [-0.02, 0.00, -0.04], [0.01, 0.02, 0.00], [0.01, 0.01, 0.02], [-0.01, -0.01, -0.01], [0.01, 0.03, 0.02], [0.05, -0.05, -0.01], [0.03, 0.04, -0.10], [-0.11, 0.00, 0.08], [0.03, -0.02, -0.03], [-0.01, 0.02, 0.04], [0.01, -0.03, 0.01], [0.01, 0.00, -0.01], [-0.02, 0.01, 0.01], [0.00, -0.01, 0.01], [0.02, 0.02, -0.03], [-0.01, -0.02, 0.00], [-0.01, 0.00, 0.02], [0.03, 0.01, -0.02], [0.06, 0.00, -0.03], [-0.05, 0.03, 0.03], [0.00, 0.01, -0.02], [-0.03, -0.02, 0.02], [0.00, 0.02, -0.01], [-0.02, -0.06, 0.01], [-0.03, -0.02, 0.02], [0.02, 0.00, -0.01], [-0.01, 0.02, 0.00], [0.01, 0.00, 0.00], [0.00, 0.00, 0.00], [0.00, 0.00, 0.00], [-0.01, -0.01, 0.01], [-0.01, -0.01, 0.01], [0.01, 0.01, -0.01], [0.00, -0.01, 0.00], [-0.01, 0.00, 0.00], [0.01, 0.01, -0.01], [0.00, -0.01, -0.01], [0.00, 0.01, -0.01], [0.00, -0.01, 0.04], [-0.02, 0.02, -0.01], [0.01, 0.00, -0.02], [0.01, -0.01, 0.04], [0.00, 0.02, 0.00], [0.00, 0.00, 0.00], [-0.01, -0.01, 0.02], [-0.01, 0.02, -0.04], [0.00, -0.01, 0.01], [0.00, 0.01, 0.01], [0.00, 0.01, -0.04], [0.02, 0.00, 0.02], [0.00, -0.03, -0.04], [0.04, 0.06, 0.02], [0.00, 0.00, 0.00], [0.00, 0.00, 0.00], [0.00, 0.00, -0.02], [0.00, 0.01, -0.02], [0.00, 0.00, 0.02], [0.00, 0.00, 0.00], [0.00, 0.00, 0.00], [0.00, 0.00, 0.01], [0.00, -0.01, -0.01], [0.01, 0.01, -0.01], [-0.02, -0.01, 0.04], [-0.01, 0.02, -0.01], [0.01, -0.01, -0.02], [0.00, -0.01, 0.04], [0.01, 0.02, 0.00], [0.00, 0.00, 0.00], [-0.02, -0.01, 0.02], [-0.01, 0.03, -0.04], [0.03, -0.01, -0.02], [-0.01, 0.01, 0.02], [0.00, 0.01, -0.04], [0.00, 0.00, 0.02], [-0.01, -0.02, -0.01], [0.01, 0.00, 0.00], [0.00, 0.00, 0.00], [0.00, 0.00, 0.00], [0.00, 0.00, -0.02], [0.01, 0.01, -0.02], [0.00, -0.01, 0.02], [0.01, -0.01, 0.01], [0.01, -0.01, 0.00], [0.00, -0.01, 0.02]], "smiles": "[H]/N=C/C[C@H]1C(=O)OC[C@@H]1CCCCCCCCCC.O=C1c2ccccc2C(=O)c2ccccc21.O=C1c2ccccc2C(=O)c2ccccc21.O=C1c2ccccc2C(=O)c2ccccc21", "lumo_ev": -1.1, "relative_energy_kj_mol": 0.0, "gap_ev": 8.725}

---

No. 2
{"formula": "C23H26N2O4", "method": "ωB97M-V/def2-TZVPD", "elements": ["O", "C", "N", "C", "C", "C", "C", "C", "C", "H", "H", "H", "C", "O", "N", "C", "C", "C", "C", "C", "C", "H", "H", "C", "O", "O", "H", "H", "H", "H", "H", "H", "C", "C", "H", "H", "C", "C", "C", "C", "C", "C", "H", "H", "H", "H", "H", "H", "H", "H", "H", "H", "H", "H", "H"], "coordinates": [[0.797, -2.497, 1.457], [1.746, -1.844, 1.819], [2.274, -0.797, 1.109], [1.817, -0.231, -0.081], [0.574, -0.529, -0.627], [0.173, 0.072, -1.813], [1.002, 0.992, -2.450], [2.230, 1.304, -1.892], [2.639, 0.697, -0.721], [3.599, 0.948, -0.291], [2.871, 2.028, -2.371], [0.681, 1.495, -3.351], [-1.192, -0.245, -2.331], [-2.150, -0.371, -1.603], [-1.228, -0.371, -3.697], [-2.317, -0.622, -4.525], [-2.075, -0.749, -5.896], [-3.113, -0.983, -6.767], [-4.419, -1.097, -6.290], [-4.660, -0.973, -4.923], [-3.622, -0.738, -4.045], [-3.808, -0.644, -2.989], [-5.669, -1.061, -4.552], [-5.504, -1.343, -7.256], [-5.353, -1.456, -8.449], [-6.720, -1.435, -6.687], [-7.385, -1.598, -7.373], [-2.939, -1.083, -7.828], [-1.064, -0.662, -6.270], [-0.340, -0.305, -4.175], [-0.085, -1.229, -0.140], [3.112, -0.371, 1.478], [2.456, -2.087, 3.138], [1.666, -1.423, 4.276], [0.665, -1.860, 4.283], [2.145, -1.668, 5.227], [1.535, 0.099, 4.151], [0.523, 0.625, 5.173], [0.342, 2.133, 5.033], [1.675, 2.853, 5.211], [2.696, 2.328, 4.207], [2.868, 0.820, 4.360], [3.617, 0.468, 3.647], [3.240, 0.598, 5.364], [3.656, 2.829, 4.355], [2.353, 2.553, 3.193], [1.540, 3.928, 5.078], [2.046, 2.685, 6.225], [-0.375, 2.490, 5.775], [-0.062, 2.357, 4.043], [-0.437, 0.126, 5.027], [0.872, 0.390, 6.182], [1.154, 0.340, 3.153], [3.483, -1.722, 3.114], [2.473, -3.163, 3.313]], "forces_ev_per_angstrom": [[-0.33, -0.10, -0.04], [0.54, -0.10, 0.29], [0.41, 0.23, 0.02], [-0.23, 0.10, -0.36], [-0.16, -0.09, 0.00], [0.37, 0.23, 0.19], [-0.15, -0.10, -0.03], [0.07, -0.01, 0.04], [-0.07, -0.04, 0.01], [0.11, 0.01, 0.04], [0.05, 0.06, -0.02], [-0.04, 0.04, -0.08], [0.11, 0.03, -0.12], [-0.09, -0.08, 0.10], [0.39, 0.05, -0.21], [-0.46, -0.05, -0.17], [0.01, 0.01, 0.12], [-0.25, -0.03, 0.03], [0.15, 0.05, 0.27], [0.06, -0.03, -0.40], [0.08, 0.04, 0.27], [0.00, 0.00, 0.00], [-0.06, 0.00, 0.06], [-0.13, -0.08, -0.62], [0.05, 0.01, 0.09], [-0.31, 0.00, 0.40], [0.31, 0.03, -0.08], [0.03, 0.00, -0.08], [0.09, 0.01, -0.04], [-0.14, -0.04, 0.20], [-0.01, -0.01, 0.02], [-0.17, -0.15, 0.05], [-0.25, -0.10, 0.14], [0.01, 0.20, -0.21], [0.00, -0.06, 0.06], [-0.03, -0.02, 0.06], [0.04, -0.28, 0.47], [-0.09, 0.15, -0.38], [0.09, -0.04, 0.33], [-0.12, 0.07, -0.30], [0.16, -0.01, 0.29], [-0.20, 0.13, -0.39], [0.10, -0.07, 0.02], [0.07, -0.08, 0.06], [0.00, 0.03, -0.09], [0.02, 0.04, -0.07], [0.03, 0.03, 0.08], [0.03, 0.04, 0.08], [-0.07, 0.04, -0.06], [-0.07, 0.03, -0.04], [-0.01, -0.08, 0.06], [0.01, -0.07, 0.09], [-0.01, 0.05, 0.00], [0.05, -0.01, -0.02], [0.06, 0.04, -0.12]], "smiles": "O=C(CCC1CCCCC1)Nc1cccc(C(=O)Nc2ccc(C(=O)O)cc2)c1", "lumo_ev": 0.3, "relative_energy_kj_mol": 7.3, "gap_ev": 9.008}

---

no.,highest occupied orbital energy (eV)
1,-9.785
2,-8.738